1.
# C46H47CrF6N4O2S2Sb3

A structure of composition C46H47CrF6N4O2S2Sb3 (wB97M-V/def2-TZVPD, the OMol25 dataset).

Results
**HOMO (alpha / beta)**: -13.16 / -13.24 eV
**Charge**: +2
**E**: -144520.17488 eV
**HOMO-LUMO gap (alpha / beta)**: 5.94 / 8.43 eV
**Multiplicity**: 3

Atoms and positions in Å:
Cr: 1.03686 1.33138 -1.23558
C: 1.59008 -3.02684 1.81280
O: 1.49725 -1.59241 1.67420
C: 1.38688 -1.05744 0.49684
O: 1.51802 0.17316 0.38683
N: 1.22566 -1.82060 -0.58722
N: 1.11276 -1.09733 -1.76911
H: 1.92091 -3.19454 2.83074
H: 2.32997 -3.42827 1.11975
H: 0.61657 -3.48746 1.65491
H: 0.81184 -2.74192 -0.53613
H: 0.22385 -1.27649 -2.23038
H: 1.88870 -1.31537 -2.38219
F: 0.06705 2.14201 0.33615
Sb: -1.99923 1.91026 0.18429
F: -1.73732 0.82765 1.70719
F: -3.59584 -0.04093 0.10526
F: -1.34390 -0.34789 -0.70862
F: -0.51598 1.68774 -2.14756
F: -1.89211 3.40126 1.36605
C: 0.57288 4.90949 -0.48401
C: 1.07997 4.51157 -1.83492
C: 1.31839 5.44397 -2.83268
C: 1.80640 5.00065 -4.05016
N: 2.06832 3.71500 -4.30004
C: 1.81728 2.88621 -3.31625
S: 2.07933 1.17467 -3.40786
N: 1.33512 3.22372 -2.11269
H: -0.48719 4.67863 -0.38522
H: 0.69719 5.98014 -0.33628
H: 1.09096 4.36164 0.30101
H: 1.12525 6.49197 -2.65151
H: 2.00374 5.69510 -4.85952
S: 3.31231 1.99492 -0.65402
Sb: 3.45861 1.96832 1.69315
C: 4.16396 0.07405 2.24944
C: 4.07166 -0.34932 3.57247
C: 4.58624 -1.59258 3.92360
C: 5.18223 -2.39709 2.95879
C: 5.28354 -1.95893 1.64222
C: 4.77659 -0.71625 1.28188
C: 1.80973 2.53932 2.82968
C: 0.93330 1.56866 3.29892
C: -0.18268 1.98040 4.01366
C: -0.40601 3.33203 4.24482
C: 0.48583 4.28902 3.77596
C: 1.60975 3.89675 3.06394
C: 5.08405 3.27616 1.87561
C: 6.22911 2.84289 2.54011
C: 7.33517 3.67974 2.59328
C: 7.29384 4.92738 1.98365
C: 6.14670 5.35418 1.32390
C: 5.03470 4.52845 1.26332
H: 3.61582 0.28129 4.32893
H: 4.54114 -1.92289 4.95487
H: 5.58652 -3.36230 3.24104
H: 5.77662 -2.57557 0.90011
H: 4.87179 -0.35934 0.26331
H: 1.09929 0.51669 3.10103
H: -0.89268 1.24578 4.37193
H: -1.29010 3.64198 4.78968
H: 0.30392 5.34191 3.95510
H: 2.31809 4.63723 2.70943
H: 6.26260 1.86569 3.00982
H: 8.23254 3.35522 3.10424
H: 8.16416 5.57065 2.01834
H: 6.12256 6.32724 0.84949
H: 4.14501 4.85103 0.73442
C: -5.54785 -3.84819 0.02914
C: -6.13600 -2.62259 -0.62466
C: -7.52427 -2.51034 -0.71547
C: -8.12983 -1.39552 -1.26984
C: -7.35963 -0.34635 -1.75746
C: -5.98180 -0.43358 -1.69651
C: -5.38490 -1.56368 -1.13514
Sb: -3.27292 -1.46211 -1.16898
C: -2.64004 -1.51692 -3.18427
C: -1.75297 -0.58736 -3.70676
C: -1.30442 -0.73902 -5.01271
C: -1.74998 -1.81176 -5.77143
C: -2.63853 -2.73160 -5.23149
C: -3.11956 -2.60767 -3.92944
C: -4.09514 -3.62912 -3.39215
C: -2.16437 -2.99030 -0.23853
C: -1.35697 -3.75653 -1.07789
C: -0.65523 -4.83971 -0.56077
C: -0.78744 -5.15215 0.78799
C: -1.56683 -4.35794 1.61936
C: -2.26263 -3.25056 1.13371
C: -3.04034 -2.36449 2.07251
H: -6.09269 -4.74370 -0.27193
H: -5.62211 -3.77312 1.11653
H: -4.49884 -3.99845 -0.22221
H: -8.13557 -3.32539 -0.34512
H: -9.20968 -1.34292 -1.32241
H: -7.83303 0.52744 -2.18552
H: -5.37870 0.38749 -2.07103
H: -1.41535 0.24636 -3.11375
H: -0.61255 -0.01614 -5.42737
H: -1.41047 -1.93327 -6.79367
H: -2.97498 -3.57103 -5.82959
H: -4.31972 -4.37634 -4.15048
H: -5.03886 -3.16459 -3.10021
H: -3.69396 -4.16226 -2.52257
H: -1.29743 -3.54058 -2.14099
H: -0.05630 -5.46291 -1.21447
H: -0.29207 -6.02669 1.19326
H: -1.65985 -4.61238 2.67022
H: -3.34078 -2.90676 2.96878
H: -3.93447 -1.94823 1.60595
H: -2.42650 -1.51047 2.37317

2.
# C16H31NO3S

An isolated molecule of C16H31NO3S (wB97M-V/def2-TZVPD, the OMol25 dataset).

Results
**HOMO**: -9.87 eV
**E**: -35563.70350 eV
**HOMO-LUMO gap**: 10.38 eV
**Energy relative to the best compared isomer or geometry (same formula, charge and spin)**: 0.0271 eV
**Multiplicity**: 1

Atoms and positions in Å:
C: 2.53893 5.71246 -0.20364
C: 2.75922 4.25560 -0.59633
C: 2.16160 3.26253 0.40100
C: 0.63417 3.25128 0.40183
C: 0.08058 2.23672 1.40129
C: -1.43301 2.07002 1.26784
C: -2.03387 1.08651 2.27368
C: -1.36103 -0.28553 2.23749
C: -2.20271 -1.37629 2.90288
C: -3.23009 -2.01353 1.96640
C: -2.58756 -2.90565 0.89113
C: -2.27325 -2.14931 -0.38353
O: -3.12289 -1.61601 -1.06474
N: -0.96106 -2.17866 -0.75672
C: -0.50532 -1.46373 -1.92846
C: 0.51698 -2.30330 -2.71737
C: 1.83189 -2.32134 -1.95375
S: 1.74214 -0.86176 -0.84806
O: 2.86406 0.01315 -1.03389
O: 1.48623 -1.32954 0.49147
C: 0.20676 -0.17874 -1.54156
H: 3.04378 6.37416 -0.90426
H: 1.48140 5.96380 -0.20482
H: 2.93610 5.90101 0.79153
H: 2.32916 4.07578 -1.58430
H: 3.83280 4.06878 -0.66751
H: 2.52051 3.50242 1.40450
H: 2.51805 2.26035 0.15050
H: 0.28069 3.00337 -0.60312
H: 0.25048 4.24268 0.65019
H: 0.58111 1.27913 1.24271
H: 0.31677 2.56463 2.41605
H: -1.67646 1.73042 0.25631
H: -1.91074 3.04454 1.39923
H: -1.95340 1.50004 3.28164
H: -3.09671 0.97402 2.04695
H: -0.39167 -0.22620 2.73285
H: -1.17656 -0.56478 1.20193
H: -1.54465 -2.16296 3.27953
H: -2.72321 -0.94976 3.76348
H: -3.82567 -1.24442 1.47209
H: -3.90910 -2.62373 2.56549
H: -3.30379 -3.68035 0.60785
H: -1.69216 -3.38764 1.28418
H: -0.25328 -2.37973 -0.06187
H: -1.40132 -1.26972 -2.52942
H: 0.65370 -1.84469 -3.69754
H: 0.12677 -3.31037 -2.86557
H: 1.94477 -3.19269 -1.31664
H: 2.70495 -2.20675 -2.58606
H: 0.46536 0.43985 -2.39444
H: -0.31754 0.39548 -0.78693

3.
# C6H9N

An isolated molecule of C6H9N (wB97M-V/def2-TZVPD, the OMol25 dataset).

Results
**HOMO**: -7.86 eV
**E**: -7851.77150 eV
**HOMO-LUMO gap**: 7.83 eV
**Energy relative to the best compared isomer or geometry (same formula, charge and spin)**: 6.3881 eV
**Multiplicity**: 1

Atoms and positions in Å:
C: -1.32857 -2.53680 -1.16851
C: -0.95074 -1.13468 -0.73800
C: -1.00997 1.31910 1.07010
C: 0.29935 1.13955 0.54820
C: 1.00625 2.28348 1.26923
C: 0.97559 0.20370 -0.14421
N: 0.34565 -0.97098 -0.66702
H: -0.50387 -3.27517 -1.25030
H: -2.07483 -2.92998 -0.46811
H: -1.83551 -2.48369 -2.14116
H: -1.49537 2.17979 0.55583
H: 1.86659 2.57798 0.67086
H: 1.29892 1.95251 2.26726
H: 0.35748 3.16105 1.40167
H: 2.05133 0.24751 -0.31120
H: 0.99769 -1.73337 -0.89464

4.
# H2N3O3P

A cluster of 2 separate species, H2N3O3P in total (wB97M-V/def2-TZVPD, the OMol25 dataset).

Results
**HOMO (alpha / beta)**: 2.27 / 2.32 eV
**Charge**: -2
**E**: -19931.68594 eV
**HOMO-LUMO gap (alpha / beta)**: 5.36 / 5.39 eV
**Energy relative to the best compared isomer or geometry (same formula, charge and spin)**: 2.4474 eV
**Multiplicity**: 1

Atoms and positions in Å:
N: 0.14054 1.46804 -0.04265
N: -0.14525 1.77745 -1.14114
N: 0.14233 0.47432 0.76792
O: 1.30612 -0.22531 -3.09480
O: -0.57731 -1.15874 -1.66361
O: -1.02209 -0.07463 -4.13120
P: -0.16133 0.03979 -2.88188
H: -0.24589 -0.68682 -0.93571
H: 0.41956 0.84691 1.71586

5.
# C10H10INO2P

A cluster of 2 separate species, C10H10INO2P in total (wB97M-V/def2-TZVPD, the OMol25 dataset).

Results
**HOMO (alpha / beta)**: -10.15 / -10.15 eV
**Charge**: +1
**E**: -33494.91464 eV
**HOMO-LUMO gap (alpha / beta)**: 3.55 / 3.55 eV
**Energy relative to the best compared isomer or geometry (same formula, charge and spin)**: 3.5421 eV
**Multiplicity**: 1

Atoms and positions in Å:
C: 0.47512 0.59546 4.12412
C: -0.49598 -0.36796 4.47639
C: 0.73227 0.88704 2.79596
C: -1.05828 -1.12433 3.49828
C: 0.12577 0.15533 1.87867
C: 0.25559 0.27225 0.40695
C: 0.01244 0.01246 -3.74877
C: 0.09691 -1.18936 -2.93513
C: 1.24892 -0.36120 -2.90281
C: -0.77831 1.27498 -3.28633
N: -0.79514 -0.83442 2.11595
O: 0.92968 1.13415 -0.16217
O: -0.57115 -0.49282 -0.19181
P: -1.50899 -1.48912 0.78400
I: 2.99314 -1.18603 -3.81662
H: 0.91752 1.13084 4.92917
H: -0.88100 -0.68730 5.50119
H: 1.51323 1.58063 2.48714
H: -1.70471 -1.89881 3.58362
H: -0.08023 -0.09193 -4.88463
H: -0.14033 -2.31555 -3.05626
H: 1.49738 0.32748 -2.07186
H: -0.47294 1.41440 -2.17449
H: -1.82937 1.02374 -3.37120
H: -0.48156 2.23007 -3.97934

6.
# C3H12N3O

A cluster of 2 separate species, C3H12N3O in total (wB97M-V/def2-TZVPD, the OMol25 dataset).

Results
**HOMO (alpha / beta)**: -8.99 / -8.88 eV
**E**: -9820.20075 eV
**HOMO-LUMO gap (alpha / beta)**: 10.00 / 6.55 eV
**Energy relative to the best compared isomer or geometry (same formula, charge and spin)**: 1.1661 eV
**Multiplicity**: 2

Atoms and positions in Å:
N: -1.97825 0.78840 -2.29036
C: -0.96045 0.56711 -1.26803
C: 0.17831 1.66331 -1.23169
N: 1.03032 1.42029 -0.07861
H: -2.66214 0.05080 -2.23658
H: -1.61602 0.78792 -3.24243
H: -0.37315 -0.38094 -1.39257
H: -1.37124 0.52372 -0.24221
H: 0.75309 1.41795 -2.11261
H: -0.19038 2.72806 -1.29576
H: 1.02821 2.16807 0.58531
H: 0.75282 0.56649 0.47142
N: 1.08768 -2.06972 2.51816
C: 0.81517 -1.57174 1.17722
O: -0.18476 -0.65056 1.11535
H: 1.29789 -1.30442 3.14717
H: 0.27430 -2.55901 2.87304
H: 1.82013 -1.18831 0.78935
H: 0.58817 -2.53072 0.62371

- Among the records above, which one has the lowest E?
  C46H47CrF6N4O2S2Sb3

- Look up the multiplicity of the third one.
  1